1.
Entry from the OMol25 dataset: a cluster of 2 separate species, C5H13O2 in total (the ωB97M-V functional and the def2-TZVPD basis).

Each line ends with the Mulliken charge.
Cartesian coordinates (Å):
O (-2.7654, -2.0936, 2.5144)  -0.647
H (0.2516, -1.0283, -0.2719)  0.194
H (0.5088, -1.2661, -3.1849)  0.305
H (1.4971, 1.4418, -1.4627)  0.319
C (0.0062, 0.7150, 1.5389)  -0.369
H (-3.4037, -1.3992, 2.7349)  0.278
H (1.1145, 2.2676, 0.6248)  0.351
C (0.4468, 1.4736, 0.2675)  -0.662
H (-1.9899, -1.5685, 2.2617)  0.478
H (1.6321, -1.3644, -1.3187)  0.352
H (-0.2226, 1.6157, 2.1612)  0.344
H (0.8999, 0.3121, 2.0536)  0.338
H (-0.1964, 0.3144, -2.7442)  0.307
H (2.3580, 0.5843, -0.1418)  0.350
C (0.8336, -0.6468, -1.1051)  -0.341
C (-0.0092, -0.7133, -2.4315)  -1.057
C (1.4221, 0.6911, -0.6826)  -0.701
O (-1.0631, -0.0624, 1.6006)  -0.465
H (-0.9275, -1.2219, -2.1932)  0.268
H (-0.3930, 1.9489, -0.2209)  0.357

Summary:
* E_LUMO (alpha / beta): 0.816 / -1.970 eV
* Kohn-Sham gap (alpha / beta): 0.4221 / 0.3111 Eh
* net charge: 0
* spin multiplicity: 2



2.
Entry from the OMol25 dataset: a structure of composition C64H69BaIN4O3PS2Te (the ωB97M-V functional and the def2-TZVPD basis).

Each line ends with the Mulliken charge.
Cartesian coordinates (Å):
C (3.5585, -3.2158, -4.8376)  -0.639
C (-4.1245, -1.0446, 2.1307)  -0.582
C (2.5310, -1.0470, -4.6488)  -0.105
C (1.4978, 5.6361, 1.8187)  -1.734
H (3.4486, -0.2207, 4.4722)  0.228
H (-5.6761, -4.3668, -4.3331)  0.441
C (4.1437, 1.1077, 2.8829)  2.452
C (5.8739, 3.7696, -1.7853)  -0.872
C (-2.5141, 1.1341, 0.9613)  -0.876
H (-6.6337, 1.4038, 0.2053)  0.434
C (-4.2508, -3.2564, -5.4593)  -0.939
H (-4.0299, -3.6930, 1.5426)  0.115
C (-1.5310, -1.1471, -6.7303)  -1.453
N (0.6691, -4.8057, 2.5469)  -0.040
H (-6.9495, -2.4207, 3.5491)  0.440
H (-4.6887, -3.4938, -6.4207)  0.377
H (2.9330, 4.0773, -0.1364)  0.299
C (-0.2511, -5.5666, 3.0703)  0.407
H (-1.1558, -0.7634, -7.6693)  0.469
C (3.7826, 2.2192, -0.8119)  1.245
H (-1.6881, -5.9528, 1.5529)  0.270
C (-4.7980, -3.7359, -4.3150)  -0.914
H (6.6939, 4.3722, -2.1534)  0.368
C (1.3556, 3.2348, -3.3951)  -1.197
H (-5.5568, -3.0889, 0.9032)  0.294
C (-0.8669, -0.8308, -5.5346)  -0.729
H (-2.2453, -6.3518, 3.1838)  0.464
H (-4.9955, -3.3297, 4.5618)  0.488
H (-6.1915, 2.5537, 1.4758)  0.430
H (-1.9145, 3.6934, -4.1356)  0.484
C (1.9043, -5.0027, 3.1446)  -0.165
H (4.8134, 5.4446, -0.9593)  0.483
C (1.4494, -2.9736, -3.7104)  -0.722
H (4.8477, 0.5462, -1.6532)  0.400
H (-1.8878, 1.2443, -4.0160)  0.427
C (-4.2050, -3.3862, -3.0845)  -0.537
C (4.8349, 1.6196, -1.5014)  -0.263
C (-0.0037, 2.2850, 2.3652)  -0.451
O (-2.0734, -2.3012, 2.1217)  0.123
H (-3.4569, 1.6170, -1.7459)  0.192
C (-6.3980, -1.6473, 3.0128)  -2.196
C (-3.9227, 3.5486, 0.1481)  -1.822
H (5.0125, 0.2582, 1.0731)  0.210
C (4.7626, -0.0466, 2.0918)  -1.534
C (1.3649, 1.8511, -3.3124)  -0.699
C (-4.6184, 0.0784, 1.5857)  -0.302
H (3.4664, -1.8953, -0.5844)  -0.386
C (4.3988, -4.5352, 2.9472)  -0.357
H (-1.0471, 2.5656, 2.3695)  0.854
Te (2.2026, 1.0099, -0.1489)  0.437
C (-4.5895, 2.1744, 0.0304)  2.221
H (4.0978, -0.9045, 2.0502)  -0.083
C (-4.3736, -2.5491, 4.1203)  -1.785
H (4.8647, 3.0894, 3.5036)  0.429
H (1.2033, 6.6789, 1.9504)  0.548
C (-6.0635, 2.3088, 0.4188)  -2.206
H (1.9917, 4.9536, 4.4303)  0.330
C (0.1748, 3.9047, -3.6825)  -0.949
C (-1.8497, 0.0188, 1.6295)  0.386
C (2.2991, 2.8376, 2.4637)  -0.552
C (4.1377, -3.2823, 0.8845)  0.368
P (0.1397, -0.6535, -3.1194)  0.206
C (1.8840, -5.9029, 4.1625)  -0.453
C (1.4610, -1.5987, -3.9508)  0.767
H (-3.1428, -2.2427, -7.5854)  0.394
H (3.5504, 1.4839, 4.9491)  0.305
H (-1.8889, 1.8702, 0.4743)  0.787
C (4.0252, 0.6956, 4.3602)  -1.732
Ba (0.5567, -2.2589, 1.4573)  1.548
C (3.7663, 3.6018, -0.6373)  -0.884
H (4.3436, -3.2814, -1.2341)  0.523
H (-3.3606, -2.9348, 4.0281)  0.211
C (0.9343, 5.0887, 4.1947)  -1.800
H (-4.3561, -1.7049, 4.8132)  0.400
H (-6.5149, 3.1140, -0.1622)  0.463
C (0.9954, 3.2650, 2.5042)  0.082
H (-1.0913, 4.7256, 1.4098)  0.447
H (2.4661, -4.8420, -3.9567)  0.451
H (0.0219, -0.2191, -5.6323)  0.365
H (6.1070, 1.9531, 3.0113)  0.512
N (-0.6311, -0.0623, 1.9963)  -0.635
H (-6.9354, -1.4545, 2.0823)  0.396
H (-2.9168, 3.5550, -0.2749)  0.248
H (0.3556, 4.4535, 4.8680)  0.347
H (-5.5534, -4.1700, 2.3041)  0.503
H (2.5635, 5.5722, 2.0437)  0.282
H (-6.4183, -0.7402, 3.6202)  0.433
H (-1.4928, 4.5137, 3.1228)  0.382
C (-1.6692, -5.6389, 2.5969)  -0.816
C (-3.0902, -2.5987, -3.0442)  0.829
C (-3.0975, -2.4283, -5.4398)  1.145
C (2.4910, -3.7768, -4.1472)  -0.677
C (1.6733, 0.4702, 2.4686)  0.794
N (2.9807, -3.6266, 1.3741)  -0.212
I (-2.3336, -2.1635, -1.1998)  0.281
H (-4.6425, -3.7422, -2.1621)  0.537
C (-2.4507, -2.0789, -4.2157)  -0.322
H (0.1603, 4.9855, -3.7372)  0.423
H (2.2946, 1.3471, -3.0754)  0.971
H (0.6222, -3.4249, -3.1708)  0.313
H (5.1115, 2.7331, 1.7818)  0.209
C (-3.8481, 1.1443, 0.8856)  0.425
H (4.3941, -1.4130, -5.6450)  0.481
H (-4.9621, 0.7150, -1.5579)  0.285
H (5.2387, -1.9857, -0.4263)  0.426
C (-2.6207, -1.9518, -6.6825)  -0.758
O (0.4897, -1.4928, -0.5665)  0.171
H (-4.5085, 4.2847, -0.4047)  0.564
C (0.2029, 1.1131, -3.5312)  0.492
C (5.8762, 2.3986, -1.9947)  -0.527
H (5.6877, -0.3513, 2.5882)  0.618
C (-0.9734, 1.7957, -3.8351)  -0.755
H (2.7084, -6.2369, 4.7702)  0.434
C (4.3137, -2.5610, -0.4144)  -0.530
H (5.0248, 0.5288, 4.7683)  0.523
C (3.5735, -1.8524, -5.0924)  -0.889
C (-1.2587, -1.2584, -4.2860)  0.977
H (-3.8591, 3.8775, 1.1874)  0.419
H (4.3696, -3.8436, -5.1829)  0.413
C (5.0975, 2.3015, 2.7854)  -2.051
C (-0.8229, 5.0232, 2.4269)  -2.190
H (3.0810, 3.5797, 2.5472)  0.390
H (2.2722, 3.7869, -3.2288)  0.558
H (-5.6884, 0.2207, 1.6199)  0.553
H (4.7607, -5.0688, 3.8102)  0.440
S (5.4618, -3.7948, 1.8361)  -0.203
C (-4.9714, -2.1357, 2.7678)  2.278
C (-4.4986, 1.6960, -1.4279)  -1.751
H (0.6711, 6.1291, 4.3971)  0.465
C (-0.9893, 3.1814, -3.9040)  -0.663
C (3.1144, -4.3664, 2.5430)  -0.117
N (0.5492, -0.5616, -1.5969)  0.163
H (-5.0121, 2.4025, -2.0841)  0.545
H (-1.0160, 6.0925, 2.5232)  0.541
C (-2.6607, -1.2377, 1.9834)  0.750
S (0.3125, -6.5264, 4.3648)  -0.214
C (-5.0238, -3.3458, 1.8211)  -1.383
O (1.8755, -0.7608, 2.6756)  -1.718
H (2.5545, 0.0110, -4.8762)  0.448
H (6.6928, 1.9319, -2.5302)  0.430
C (0.3113, 0.9641, 2.1945)  -0.253
H (1.3515, 5.3785, 0.7672)  0.324
C (2.7265, 1.4739, 2.4076)  -0.677
C (4.8185, 4.3723, -1.1089)  -0.376
C (0.6501, 4.7402, 2.7278)  1.917
H (-2.1474, -4.6621, 2.6659)  -0.021

Summary:
* E_LUMO: -3.712 eV
* Kohn-Sham gap: 0.1939 Eh
* net charge: +1
* spin multiplicity: 1



The energy above the lowest of the compared OMol25 structures with the same formula, charge and spin results, record by record, are as follows: 0.8563, 0.0000 eV.